This record from OMol25 describes 7 unconnected molecules or ions with the total composition C33H65O8P in a non-equilibrium geometry. The level of theory is the ωB97M-V functional and the def2-TZVPD basis.

Geometry (Å):
C1 -3.45 0.59 0.58
C2 -3.61 1.30 -0.53
P1 -3.69 0.46 -2.14
C3 -2.87 1.64 -3.30
C4 -1.57 2.27 -2.78
C5 -0.30 1.54 -3.23
C6 0.27 0.52 -2.23
C7 0.30 0.95 -0.80
O1 1.27 2.01 -0.63
C8 1.15 2.68 0.52
C9 1.61 4.11 0.46
O2 0.69 2.20 1.55
H1 -3.31 -0.47 0.51
H2 -3.46 1.03 1.56
H3 -3.71 2.37 -0.48
H4 -2.73 -0.56 -1.96
H5 -2.70 1.17 -4.26
H6 -3.60 2.42 -3.48
H7 -1.63 2.40 -1.71
H8 -1.53 3.27 -3.20
H9 0.45 2.26 -3.54
H10 -0.56 0.99 -4.13
H11 -0.27 -0.42 -2.28
H12 1.29 0.30 -2.54
H13 -0.66 1.24 -0.40
H14 0.63 0.11 -0.20
H15 0.73 4.73 0.43
H16 2.20 4.32 1.34
H17 2.23 4.30 -0.41
C10 1.71 -3.14 2.89
C11 2.98 -3.25 2.06
C12 2.44 -3.63 0.70
O3 1.14 -3.02 0.60
C13 0.74 -2.54 1.89
H18 1.81 -2.53 3.79
H19 1.37 -4.13 3.20
H20 3.48 -2.27 2.02
H21 3.70 -3.98 2.45
H22 2.32 -4.70 0.60
H23 3.06 -3.27 -0.13
H24 0.80 -1.44 1.88
H25 -0.30 -2.83 2.07
C14 -5.50 -1.78 4.60
C15 -4.47 -1.36 5.64
C16 -3.31 -0.92 4.77
O4 -3.88 -0.41 3.56
C17 -5.27 -0.75 3.50
H26 -6.53 -1.78 4.97
H27 -5.28 -2.78 4.23
H28 -4.85 -0.51 6.22
H29 -4.20 -2.15 6.34
H30 -2.66 -1.77 4.51
H31 -2.70 -0.15 5.23
H32 -5.86 0.16 3.67
H33 -5.50 -1.13 2.51
C18 5.28 -8.17 -0.47
C19 4.20 -8.26 -1.55
C20 3.16 -7.28 -1.03
O5 3.88 -6.27 -0.31
C21 5.23 -6.69 -0.11
H34 6.26 -8.49 -0.80
H35 5.00 -8.78 0.39
H36 4.60 -7.91 -2.50
H37 3.81 -9.26 -1.69
H38 2.46 -7.77 -0.34
H39 2.58 -6.81 -1.82
H40 5.88 -6.10 -0.77
H41 5.51 -6.49 0.92
C22 2.79 -6.96 5.92
C23 2.47 -6.23 7.22
C24 1.74 -5.00 6.71
O6 1.07 -5.40 5.51
C25 1.55 -6.68 5.09
H42 2.98 -8.03 6.04
H43 3.67 -6.52 5.44
H44 1.81 -6.84 7.84
H45 3.35 -5.98 7.81
H46 2.44 -4.20 6.46
H47 1.01 -4.62 7.42
H48 0.77 -7.42 5.28
H49 1.75 -6.66 4.02
C26 -1.82 6.45 -7.10
C27 -3.18 6.27 -6.43
C28 -3.10 4.83 -5.94
O7 -1.72 4.57 -5.66
C29 -0.92 5.63 -6.19
H50 -1.51 7.49 -7.19
H51 -1.84 6.01 -8.10
H52 -3.26 6.95 -5.57
H53 -4.03 6.45 -7.09
H54 -3.43 4.13 -6.72
H55 -3.69 4.65 -5.04
H56 -0.56 6.24 -5.35
H57 -0.06 5.21 -6.71
C30 0.54 8.29 -1.57
C31 1.21 9.21 -2.59
C32 0.81 8.56 -3.91
O8 -0.47 7.96 -3.69
C33 -0.76 7.94 -2.29
H58 0.38 8.75 -0.60
H59 1.14 7.39 -1.43
H60 0.79 10.21 -2.52
H61 2.29 9.28 -2.47
H62 1.52 7.77 -4.19
H63 0.74 9.27 -4.73
H64 -1.53 8.69 -2.09
H65 -1.14 6.96 -2.01

Properties
structure (SMILES): C=CPCCCCCOC(C)=O.C1CCOC1.C1CCOC1.C1CCOC1.C1CCOC1.C1CCOC1.C1CCOC1
Kohn-Sham gap: 8.46 eV
highest occupied orbital energy: -7.72 eV

These are the Löwdin partial charges, in e, on atoms 1 to 99: C -0.089; C -0.437; P 0.880; C -0.430; C -0.257; C -0.184; C -0.165; C -0.175; O 0.013; C -0.523; C 0.018; O 0.081; H 0.049; H 0.045; H 0.062; H -0.064; H 0.065; H 0.052; H 0.070; H 0.089; H 0.106; H 0.101; H 0.106; H 0.115; H 0.100; H 0.118; H 0.085; H 0.083; H 0.079; C -0.166; C -0.162; C -0.201; O -0.147; C -0.204; H 0.113; H 0.097; H 0.112; H 0.106; H 0.097; H 0.118; H 0.110; H 0.115; C -0.171; C -0.171; C -0.199; O -0.166; C -0.208; H 0.110; H 0.114; H 0.112; H 0.110; H 0.116; H 0.118; H 0.119; H 0.115; C -0.171; C -0.171; C -0.201; O -0.164; C -0.202; H 0.111; H 0.113; H 0.114; H 0.111; H 0.118; H 0.120; H 0.118; H 0.115; C -0.171; C -0.171; C -0.205; O -0.155; C -0.206; H 0.110; H 0.112; H 0.113; H 0.111; H 0.116; H 0.116; H 0.117; H 0.112; C -0.165; C -0.167; C -0.209; O -0.152; C -0.196; H 0.111; H 0.112; H 0.113; H 0.110; H 0.117; H 0.110; H 0.096; H 0.117; C -0.170; C -0.168; C -0.206; O -0.165; C -0.198



This record from OMol25 describes a molecular structure, C33H66IN6O6 in a non-equilibrium geometry. The level of theory is the ωB97M-V functional and the def2-TZVPD basis.

Geometry (Å):
C1 -0.97 2.88 -3.64
C2 -2.34 2.52 -3.09
C3 -2.27 1.87 -1.69
C4 -2.87 0.46 -1.65
C5 -2.80 -0.17 -0.24
C6 -4.17 -0.60 0.32
C7 -4.14 -0.88 1.82
C8 -3.23 -2.06 2.20
C9 -2.41 -1.80 3.46
C10 -1.37 -0.69 3.19
C11 -1.43 0.57 4.09
C12 -1.48 1.88 3.30
C13 -0.28 2.13 2.37
N1 0.82 1.17 2.55
C14 1.50 0.72 1.48
N2 0.81 0.26 0.47
C15 1.32 -0.26 -0.78
C16 0.30 -1.23 -1.42
N3 -0.69 -0.44 -2.17
N4 -0.29 -2.07 -0.38
N5 1.07 -2.08 -2.30
N6 2.88 0.71 1.55
I1 3.76 2.17 0.39
C17 3.55 -0.62 1.58
C18 4.54 -0.70 2.74
C19 3.97 -0.88 4.16
C20 4.90 -1.82 4.95
C21 2.55 -1.46 4.22
H1 -1.03 3.28 -4.65
H2 -0.47 3.63 -3.02
H3 -0.32 1.99 -3.67
H4 -2.83 1.83 -3.77
H5 -2.97 3.42 -3.04
H6 -2.81 2.49 -0.96
H7 -1.22 1.83 -1.37
H8 -3.92 0.52 -1.97
H9 -2.35 -0.17 -2.38
H10 -2.15 -1.05 -0.27
H11 -2.38 0.58 0.45
H12 -4.89 0.20 0.11
H13 -4.49 -1.50 -0.22
H14 -5.16 -1.10 2.15
H15 -3.82 0.03 2.35
H16 -3.82 -2.97 2.32
H17 -2.53 -2.25 1.38
H18 -1.88 -2.73 3.70
H19 -3.06 -1.53 4.30
H20 -0.37 -1.12 3.28
H21 -1.46 -0.39 2.14
H22 -0.59 0.57 4.78
H23 -2.33 0.54 4.71
H24 -2.37 1.85 2.66
H25 -1.62 2.72 3.97
H26 0.13 3.14 2.52
H27 -0.62 2.09 1.33
H28 1.51 1.52 3.22
H29 -0.20 0.26 0.60
H30 2.24 -0.82 -0.62
H31 1.47 0.57 -1.47
H32 -1.37 0.00 -1.55
H33 -1.21 -1.06 -2.78
H34 -0.10 -3.06 -0.52
H35 -1.29 -1.93 -0.29
H36 0.50 -2.85 -2.64
H37 1.42 -1.55 -3.09
H38 2.78 -1.40 1.62
H39 4.09 -0.78 0.65
H40 5.26 -1.49 2.52
H41 5.10 0.24 2.70
H42 3.97 0.07 4.70
H43 4.68 -2.85 4.67
H44 5.95 -1.64 4.70
H45 4.76 -1.71 6.02
H46 2.38 -1.90 5.20
H47 1.76 -0.72 4.08
H48 2.41 -2.28 3.50
O1 3.05 -0.58 -5.13
C22 2.97 -1.66 -5.64
O2 2.52 -1.83 -6.91
C23 2.41 -3.23 -7.21
C24 3.34 -3.94 -6.23
C25 3.27 -3.01 -5.03
H49 1.36 -3.52 -7.07
H50 2.67 -3.38 -8.26
H51 3.04 -4.97 -6.03
H52 4.35 -3.96 -6.63
H53 2.44 -3.26 -4.36
H54 4.19 -2.97 -4.45
O3 -5.12 -4.30 0.66
C26 -6.02 -3.87 -0.01
O4 -5.82 -3.44 -1.28
C27 -7.04 -2.89 -1.81
C28 -8.16 -3.50 -0.98
C29 -7.47 -3.69 0.37
H55 -6.99 -1.80 -1.70
H56 -7.09 -3.13 -2.87
H57 -9.05 -2.89 -0.95
H58 -8.43 -4.48 -1.39
H59 -7.55 -2.80 1.00
H60 -7.82 -4.55 0.93
O5 5.09 4.58 -0.08
C30 5.22 5.73 0.26
O6 5.43 6.06 1.54
C31 5.46 7.50 1.69
C32 5.80 8.03 0.30
C33 5.16 6.97 -0.60
H61 4.47 7.82 2.03
H62 6.20 7.75 2.45
H63 5.43 9.04 0.13
H64 6.88 8.03 0.16
H65 4.11 7.18 -0.82
H66 5.69 6.80 -1.54

Properties
Kohn-Sham gap: 8.66 eV
highest occupied orbital energy: -11.29 eV
charge: +1

These are the Löwdin partial charges, in e, on atoms 1 to 99: C -0.111; C -0.240; C -0.210; C -0.254; C -0.189; C -0.172; C -0.181; C -0.196; C -0.175; C -0.198; C -0.188; C -0.173; C -0.134; N 0.095; C -0.484; N 0.148; C -0.091; C -0.618; N 0.069; N 0.111; N 0.094; N -0.470; I 1.176; C -0.273; C -0.166; C -0.408; C -0.087; C -0.079; H 0.072; H 0.072; H 0.062; H 0.108; H 0.105; H 0.119; H 0.095; H 0.133; H 0.078; H 0.055; H 0.101; H 0.118; H 0.107; H 0.113; H 0.102; H 0.099; H 0.093; H 0.110; H 0.113; H 0.090; H 0.069; H 0.105; H 0.110; H 0.097; H 0.112; H 0.128; H 0.103; H 0.155; H 0.111; H 0.109; H 0.116; H -0.024; H 0.107; H 0.091; H 0.020; H 0.085; H 0.074; H 0.114; H 0.094; H 0.118; H 0.107; H 0.129; H 0.086; H 0.078; H 0.081; H 0.084; H 0.044; H 0.084; O 0.111; C -0.498; O 0.031; C -0.145; C -0.145; C -0.082; H 0.126; H 0.126; H 0.117; H 0.120; H 0.106; H 0.129; O 0.115; C -0.491; O 0.004; C -0.151; C -0.144; C -0.069; H 0.123; H 0.126; H 0.118; H 0.121; H 0.129